31
Properties=species:S:1:pos:R:3 method="wB97M-V/def2-TZVPD" de_lowest_kcal_mol=33.67 charge=+1 homo_lumo_gap_ev=7.04
C 1.50911 3.32545 0.90483
C 0.13921 1.74659 0.98223
C 0.15906 2.09290 -0.37049
C -0.46444 0.62041 1.73950
C -0.55492 1.58237 -1.62014
C 0.30339 0.55299 -2.44458
C -0.51555 -1.40826 -1.16471
C 0.91230 -3.07290 0.23817
C -2.06942 -1.07312 2.00036
C -0.12282 -2.82945 -0.84822
N 0.91096 2.51153 1.75107
N 1.05670 3.12981 -0.42199
N 0.32154 -0.78824 -1.93819
O -0.20762 0.67279 3.04882
O -1.23877 -0.18242 1.13995
H 2.13018 4.20363 1.09647
H -1.48936 1.10457 -1.42602
H -0.76388 2.42809 -2.40008
H -0.23619 0.51560 -3.36381
H 1.33206 0.82979 -2.40438
H 1.89605 -3.30367 -0.15623
H 0.64694 -3.88659 0.88367
H 0.91464 -2.21157 0.92782
H -1.39852 -1.86912 2.18646
H -2.86099 -1.25153 1.37055
H -2.33694 -0.22641 2.79496
H -0.99155 -3.49773 -0.59115
H 0.20046 -3.27752 -1.79473
H 1.28586 3.62979 -1.21660
H 1.11606 -1.44089 -2.24868
H 0.41647 1.37309 3.34516